Below is a 5-piece molecular cluster, C26H63NO16P4 overall, with properties calculated with wB97M-V/def2-TZVPD.

Cartesian coordinates (Å):
1 C -3.360 3.638 -0.563
2 C -2.307 3.422 -1.544
3 O -1.877 2.089 -1.580
4 P -0.668 1.612 -2.450
5 O -0.151 0.281 -2.035
6 O -1.286 1.540 -3.969
7 C -1.730 0.320 -4.479
8 C -1.499 0.402 -5.990
9 O 0.227 2.885 -2.542
10 C 1.516 2.924 -1.911
11 C 2.186 4.174 -2.502
12 H -2.900 3.452 0.424
13 H -3.735 4.671 -0.422
14 H -4.230 2.964 -0.585
15 H -2.705 3.642 -2.540
16 H -1.443 4.055 -1.285
17 H -1.205 -0.496 -3.982
18 H -2.787 0.251 -4.156
19 H -1.870 -0.551 -6.427
20 H -2.087 1.242 -6.291
21 H -0.418 0.523 -6.103
22 H 1.512 2.975 -0.823
23 H 2.016 2.003 -2.261
24 H 1.669 5.118 -2.236
25 H 3.284 4.241 -2.372
26 H 2.099 4.164 -3.619
27 C 3.100 0.055 -0.116
28 C 3.441 -0.586 -1.487
29 O 4.699 -0.207 -1.973
30 P 4.883 1.267 -2.500
31 O 4.878 2.359 -1.541
32 O 3.749 1.588 -3.613
33 C 3.642 0.923 -4.864
34 C 2.207 0.851 -5.159
35 O 6.241 1.106 -3.351
36 C 7.411 1.579 -2.703
37 C 7.955 0.624 -1.636
38 H 2.055 -0.045 0.182
39 H 3.667 -0.177 0.771
40 H 3.321 1.098 -0.206
41 H 3.563 -1.631 -1.342
42 H 2.596 -0.480 -2.182
43 H 4.226 1.500 -5.637
44 H 4.150 -0.063 -4.854
45 H 1.714 0.121 -4.509
46 H 1.722 1.819 -5.058
47 H 1.969 0.481 -6.168
48 H 8.115 1.501 -3.514
49 H 7.245 2.569 -2.297
50 H 7.350 0.423 -0.737
51 H 8.138 -0.380 -1.973
52 H 8.886 1.044 -1.341
53 C -2.174 3.240 3.689
54 C -1.021 2.523 4.394
55 O -1.388 1.203 4.540
56 P -0.533 0.037 5.208
57 O 0.427 0.486 6.227
58 O -1.647 -0.943 5.518
59 C -2.477 -1.560 4.629
60 C -3.028 -2.857 5.196
61 O 0.259 -0.569 3.892
62 C 1.534 -1.078 4.148
63 C 2.618 -0.072 3.892
64 H -2.519 2.786 2.785
65 H -3.019 3.529 4.343
66 H -1.808 4.239 3.367
67 H -0.199 2.590 3.727
68 H -0.762 3.056 5.305
69 H -3.321 -0.878 4.429
70 H -2.001 -1.700 3.633
71 H -3.863 -3.230 4.522
72 H -2.269 -3.592 5.351
73 H -3.431 -2.645 6.200
74 H 1.557 -1.345 5.208
75 H 1.663 -1.988 3.563
76 H 2.438 0.319 2.868
77 H 2.512 0.745 4.581
78 H 3.575 -0.597 4.032
79 C -1.504 -6.176 1.547
80 C -2.072 -5.061 2.458
81 O -2.193 -3.742 1.858
82 P -3.524 -3.493 1.099
83 O -4.782 -4.072 1.585
84 O -3.413 -1.894 1.051
85 C -4.568 -1.142 0.789
86 C -5.491 -0.951 1.946
87 O -3.243 -4.033 -0.392
88 C -1.976 -3.902 -1.024
89 C -1.823 -2.535 -1.753
90 H -1.550 -7.151 2.016
91 H -2.028 -6.210 0.595
92 H -0.476 -5.986 1.287
93 H -3.032 -5.348 2.848
94 H -1.411 -4.798 3.295
95 H -4.259 -0.121 0.575
96 H -5.148 -1.544 -0.085
97 H -6.057 -1.873 2.095
98 H -4.846 -0.733 2.798
99 H -6.180 -0.090 1.733
100 H -1.092 -4.031 -0.346
101 H -1.971 -4.695 -1.752
102 H -2.597 -2.321 -2.491
103 H -1.617 -1.759 -1.031
104 H -0.898 -2.651 -2.326
105 C -0.512 0.477 1.054
106 C -0.273 1.935 1.053
107 N -0.139 3.049 1.049
108 H -0.800 0.134 0.047
109 H -1.224 0.135 1.833
110 H 0.406 0.004 1.390

Strongest force on any atom: 0.0875 Eh/bohr
Net charge: 0
E_HOMO: -10.585 eV
Orbital gap: 11.01 eV
LUMO level: 0.4249 eV

Below is C38H36O5PtS6 as an isolated structure, with properties calculated with wB97M-V/def2-TZVPD.

Cartesian coordinates (Å):
1 Pt -2.035 -0.367 0.880
2 C 0.391 2.706 -4.241
3 C 1.193 1.956 -3.178
4 C 2.670 1.946 -3.509
5 O 1.035 2.544 -1.911
6 C -0.158 1.958 -1.362
7 C -0.062 0.497 -1.837
8 O 0.676 0.637 -3.070
9 C 0.509 -0.662 -0.956
10 O 0.014 -0.617 0.320
11 C 0.049 -2.005 -1.638
12 C 0.899 -3.078 -1.898
13 C 0.434 -4.260 -2.470
14 C -0.908 -4.410 -2.781
15 C -1.784 -3.375 -2.476
16 C -1.311 -2.203 -1.907
17 C 2.051 -0.631 -0.896
18 C 2.655 -0.423 0.339
19 C 4.040 -0.423 0.471
20 C 4.850 -0.652 -0.631
21 C 4.259 -0.881 -1.869
22 C 2.877 -0.867 -1.997
23 C -0.494 2.332 0.091
24 O -1.686 1.690 0.360
25 C 0.655 2.145 1.109
26 C 1.936 2.655 0.889
27 C 2.920 2.559 1.865
28 C 2.642 1.965 3.090
29 C 1.358 1.485 3.328
30 C 0.378 1.587 2.350
31 C -0.832 3.850 0.179
32 C -0.617 4.786 -0.825
33 C -1.009 6.115 -0.660
34 C -1.620 6.527 0.512
35 C -1.842 5.594 1.523
36 C -1.456 4.277 1.354
37 H 0.737 3.740 -4.304
38 H -0.671 2.699 -3.996
39 H 0.525 2.222 -5.210
40 H 3.006 2.970 -3.687
41 H 2.847 1.350 -4.407
42 H 3.232 1.523 -2.680
43 H -1.018 2.362 -1.909
44 H -1.068 0.194 -2.111
45 H 1.951 -3.003 -1.654
46 H 1.131 -5.069 -2.664
47 H -1.272 -5.327 -3.233
48 H -2.846 -3.482 -2.666
49 H -2.030 -1.439 -1.639
50 H 2.009 -0.256 1.192
51 H 4.481 -0.238 1.444
52 H 5.930 -0.650 -0.531
53 H 4.877 -1.068 -2.740
54 H 2.431 -1.045 -2.967
55 H 2.173 3.124 -0.055
56 H 3.913 2.947 1.662
57 H 3.412 1.885 3.849
58 H 1.108 1.028 4.280
59 H -0.622 1.224 2.546
60 H -0.123 4.495 -1.742
61 H -0.832 6.827 -1.459
62 H -1.932 7.558 0.636
63 H -2.326 5.896 2.445
64 H -1.657 3.543 2.125
65 S -7.676 -0.631 5.591
66 C -6.382 -0.614 4.531
67 S -4.748 -0.461 5.012
68 C -3.990 -0.532 3.441
69 C -4.837 -0.660 2.405
70 S -4.374 -0.724 0.727
71 S -6.529 -0.741 2.833
72 S -2.256 -0.437 3.323
73 O -2.946 -3.865 2.534
74 S -1.998 -3.539 1.419
75 C -1.531 -5.201 0.754
76 C -0.063 -5.470 1.086
77 C 0.207 -4.721 2.389
78 C -0.344 -3.325 2.139
79 H -1.752 -5.237 -0.313
80 H -2.212 -5.852 1.302
81 H 0.569 -5.057 0.298
82 H 0.148 -6.540 1.161
83 H 1.267 -4.707 2.651
84 H -0.342 -5.187 3.212
85 H 0.236 -2.754 1.406
86 H -0.492 -2.709 3.025

2S+1: 3
Strongest force on any atom: 0.0095 Eh/bohr
Net charge: -2
E_HOMO (spin up / spin down): -1.301 / -1.511 eV
Orbital gap (spin up / spin down): 5.43 / 5.64 eV
LUMO level (spin up / spin down): 4.1320 / 4.1313 eV

Below is one molecule with the formula C7H12, with properties calculated with wB97M-V/def2-TZVPD.

Cartesian coordinates (Å):
1 C -2.048 0.232 3.627
2 C -1.655 -0.055 2.246
3 C -1.342 -0.163 1.086
4 C -0.958 -0.068 -0.329
5 C 0.542 -0.230 -0.566
6 C 0.925 0.021 -2.023
7 C 2.428 -0.081 -2.265
8 H -1.187 0.189 4.301
9 H -2.810 -0.462 3.996
10 H -2.464 1.244 3.688
11 H -1.252 0.931 -0.686
12 H -1.522 -0.786 -0.937
13 H 1.081 0.470 0.087
14 H 0.840 -1.240 -0.262
15 H 0.571 1.019 -2.323
16 H 0.396 -0.697 -2.665
17 H 2.974 0.644 -1.650
18 H 2.805 -1.079 -2.013
19 H 2.675 0.114 -3.313

Strongest force on any atom: 0.0107 Eh/bohr
Net charge: 0
E_HOMO: -9.320 eV
Orbital gap: 10.41 eV
LUMO level: 1.0864 eV

Below is one molecule with the formula C7H4OS2, with properties calculated with wB97M-V/def2-TZVPD.

Cartesian coordinates (Å):
1 O 1.593 2.659 -1.842
2 C 0.934 2.802 -0.698
3 C 0.200 1.611 -0.306
4 C -0.011 0.395 -1.107
5 C -0.353 -0.618 -0.188
6 C -0.655 -1.957 -0.149
7 C -0.665 -2.647 1.083
8 S -0.700 -1.410 2.433
9 C -0.194 -0.217 1.209
10 S 0.270 1.399 1.384
11 H 1.090 3.698 0.065
12 H 0.023 0.517 -2.127
13 H -0.295 -2.630 -1.165
14 H -1.235 -3.602 1.408

Strongest force on any atom: 0.1405 Eh/bohr
Net charge: 0
E_HOMO: -8.698 eV
Orbital gap: 8.08 eV
LUMO level: -0.6201 eV

The highest strongest force on any atom belongs to which entry?
C7H4OS2

Please write out number 3 again, unchanged.
Below is one molecule with the formula C7H12, with properties calculated with wB97M-V/def2-TZVPD.

Cartesian coordinates (Å):
1 C -2.048 0.232 3.627
2 C -1.655 -0.055 2.246
3 C -1.342 -0.163 1.086
4 C -0.958 -0.068 -0.329
5 C 0.542 -0.230 -0.566
6 C 0.925 0.021 -2.023
7 C 2.428 -0.081 -2.265
8 H -1.187 0.189 4.301
9 H -2.810 -0.462 3.996
10 H -2.464 1.244 3.688
11 H -1.252 0.931 -0.686
12 H -1.522 -0.786 -0.937
13 H 1.081 0.470 0.087
14 H 0.840 -1.240 -0.262
15 H 0.571 1.019 -2.323
16 H 0.396 -0.697 -2.665
17 H 2.974 0.644 -1.650
18 H 2.805 -1.079 -2.013
19 H 2.675 0.114 -3.313

Strongest force on any atom: 0.0107 Eh/bohr
Net charge: 0
E_HOMO: -9.320 eV
Orbital gap: 10.41 eV
LUMO level: 1.0864 eV